A structure of composition C44H71GeN5O3P3Ti. Source: the Open Molecules 2025 dataset; level of theory: ωB97M-V/def2-TZVPD.

Each line ends with the Mulliken charge.
Atoms and positions in Å:
Ti 0.3537 0.6753 -1.4825  -0.1597
C 2.9535 3.7544 1.8563  -1.3138
C 3.0254 2.2949 2.3043  0.3368
C 4.2942 2.0667 3.1243  -1.7332
P 2.6371 1.0694 0.9088  2.8625
C 2.6656 -0.4462 2.0284  -2.1743
N 1.5029 -1.2774 1.8561  -0.0442
Ge -0.2494 -0.7209 0.7073  1.4718
N -1.7335 -1.9698 -0.1607  0.3372
C -2.0150 -1.9427 -1.5656  -3.2582
P -0.4731 -1.6585 -2.5680  1.7484
C -1.0889 -1.9722 -4.3365  0.4652
C -0.9318 -0.7395 -5.2254  -1.4218
C -2.5176 -2.4943 -4.4719  -1.6818
C 0.4074 -3.2945 -2.2075  1.6743
C 1.6984 -3.4295 -3.0170  -1.5843
C -0.4225 -4.5572 -2.4235  -1.7231
C -2.5635 -2.6620 0.6527  0.3327
C -3.7682 -3.2858 0.2765  -0.7268
C -4.5341 -3.9496 1.2079  -1.0055
C -4.1541 -3.9769 2.5438  -1.0873
C -2.9781 -3.3599 2.9386  -0.0403
C -2.1686 -2.7390 2.0058  -0.4845
N -0.8969 -2.1551 2.3331  1.3170
C 0.1743 -3.0900 2.5045  -0.3097
C 0.0172 -4.4132 2.8661  -0.3889
C 1.1252 -5.1557 3.2471  -1.0132
C 2.3803 -4.5624 3.2899  -0.9953
C 2.5595 -3.2608 2.8727  -0.6575
C 1.4627 -2.5076 2.4181  0.4229
C -1.0004 -1.3330 3.5133  0.2603
C -0.9512 -1.8590 4.7923  -0.4249
C -1.1888 -1.0430 5.8838  -1.2132
C -1.4488 0.3052 5.6912  -0.9529
C -1.4069 0.8548 4.4268  -0.7173
C -1.1666 0.0477 3.3063  0.6376
N -1.0337 0.4834 2.0179  0.9297
C -0.9573 1.9019 1.7798  -2.6323
P -1.1404 2.3334 -0.0128  2.4288
C -3.0156 2.4588 -0.1377  0.9227
C -3.6886 3.5957 0.6286  -1.5625
C -3.6113 1.1202 0.3008  -2.3720
C -0.4949 4.1038 -0.0371  1.7333
C -0.8934 4.7778 -1.3492  -1.0991
C -0.7838 5.0272 1.1438  -1.6742
C 4.2629 0.9486 -0.1060  1.1345
C 4.8767 2.3250 -0.3593  -1.8334
C 5.3289 0.0052 0.4421  -1.6849
H 2.7016 4.3892 2.7041  0.4844
H 2.1936 3.8869 1.0890  -0.0165
H 3.9073 4.0950 1.4663  0.3415
H 2.1666 2.1124 2.9680  0.4329
H 5.1868 2.3164 2.5588  0.2897
H 4.3889 1.0476 3.4910  0.2935
H 4.2653 2.7212 3.9941  0.4984
H 2.6638 -0.0870 3.0647  0.8926
H 3.5889 -1.0138 1.8819  0.3127
H -2.7384 -1.1493 -1.8211  0.5034
H -2.4505 -2.8969 -1.8839  1.1625
H -0.4043 -2.7366 -4.7214  0.4644
H -1.7033 -0.0069 -5.0015  0.3062
H -1.0375 -1.0270 -6.2694  0.5710
H 0.0467 -0.2733 -5.1102  0.1764
H -3.2421 -1.7708 -4.1038  0.3277
H -2.6668 -3.4447 -3.9676  0.3012
H -2.7234 -2.6558 -5.5287  0.4945
H 0.6528 -3.2309 -1.1372  -0.5411
H 1.4869 -3.5723 -4.0747  0.3473
H 2.2509 -4.3041 -2.6782  0.4848
H 2.3489 -2.5636 -2.9197  0.2411
H -0.7439 -4.6543 -3.4576  0.2858
H -1.2870 -4.5987 -1.7682  0.2959
H 0.1965 -5.4225 -2.1902  0.5036
H -4.1091 -3.2474 -0.7471  0.5451
H -5.4441 -4.4403 0.8968  0.4676
H -4.7656 -4.4875 3.2694  0.4853
H -2.6939 -3.3853 3.9789  0.5854
H -0.9671 -4.8544 2.8957  0.5847
H 1.0009 -6.1810 3.5564  0.4735
H 3.2280 -5.1240 3.6528  0.4394
H 3.5476 -2.8287 2.8971  0.5101
H -0.7292 -2.9054 4.9437  0.6086
H -1.1912 -1.4578 6.8777  0.4878
H -1.6704 0.9352 6.5384  0.4503
H -1.5700 1.9140 4.3173  0.5537
H 0.0157 2.2922 2.1195  0.2035
H -1.7503 2.4277 2.3246  0.7489
H -3.2200 2.6130 -1.2038  0.1622
H -3.3933 3.6301 1.6745  0.2209
H -4.7660 3.4409 0.6021  0.4811
H -3.4949 4.5605 0.1697  0.4003
H -3.6173 1.0437 1.3865  0.3765
H -3.0399 0.2777 -0.0939  0.5146
H -4.6404 1.0387 -0.0433  0.5481
H 0.5915 3.9520 -0.0518  -1.3616
H -1.9689 4.9414 -1.3925  0.2615
H -0.6097 4.1791 -2.2156  0.0086
H -0.4096 5.7512 -1.4259  0.5145
H -1.7972 5.4085 1.1352  0.3432
H -0.1190 5.8863 1.0749  0.5190
H -0.5933 4.5493 2.0984  0.2579
H 3.9460 0.5574 -1.0833  -0.0705
H 5.3837 2.6845 0.5283  0.3870
H 4.1390 3.0681 -0.6543  0.2579
H 5.6237 2.2547 -1.1483  0.4985
H 5.5712 0.2440 1.4728  0.2397
H 6.2396 0.1128 -0.1448  0.4908
H 5.0270 -1.0393 0.3809  0.3531
O 2.3185 -1.2038 -0.8718  0.1081
H 3.1499 -1.6602 -1.0473  0.3730
H 2.1169 -1.4145 0.0552  -0.5658
O 2.0885 0.2954 -3.1674  -0.9035
H 1.9680 0.2956 -4.1279  0.3535
H 2.3203 -0.6104 -2.9182  -0.0380
O 1.7258 2.3851 -1.4513  -0.6368
H 1.5406 3.2370 -1.8748  0.3616
H 2.6063 2.0891 -1.7381  0.1604
C -2.0095 3.1790 -4.7780  -1.1094
C -0.6188 3.2088 -4.7733  -1.0930
C 0.0814 2.4119 -3.8955  -0.9272
N -0.5083 1.5727 -2.9947  2.0440
C -1.8647 1.5134 -3.0624  -0.5818
C -2.6295 2.2880 -3.9013  -0.8380
H -2.5828 3.8222 -5.4209  0.5461
H -0.0795 3.8646 -5.4389  0.5508
H 1.1676 2.4527 -3.9024  0.4936
H -2.3315 0.8048 -2.3864  0.0763
H -3.7044 2.2049 -3.8807  0.5793

Calculated values
- Gap between HOMO and LUMO (spin up / spin down): 6.73 / 3.70 eV
- LUMO energy (spin up / spin down): -4.73 / -7.60 eV
- <S²>: 3.79
- Relative energy (zero: lowest compared OMol25 entry of this formula, charge and spin): 121.8 kJ/mol
- Charge: +2
- Spin multiplicity: 4
- Highest occupied orbital energy (spin up / spin down): -11.460 / -11.295 eV

=====

A structure of composition C44H72Br28N2OS. Source: the Open Molecules 2025 dataset; level of theory: ωB97M-V/def2-TZVPD.

Each line ends with the Mulliken charge.
Atoms and positions in Å:
C -4.2707 -5.8189 0.5130  -1.6565
C -3.9753 -4.3212 0.1648  0.4374
C -5.2411 -3.4628 0.5042  -1.0795
C -4.9841 -2.3483 1.5353  0.4918
C -5.5808 -1.0148 1.3397  -0.8960
C -5.3882 0.0251 2.2120  -0.9181
C -4.5486 -0.1905 3.3785  0.8010
N -4.1534 0.6330 4.3888  -0.2913
S -3.1996 -0.1980 5.3892  0.1497
N -3.1800 -1.6909 4.6921  -0.5466
C -3.9486 -1.5011 3.6222  0.5117
C -4.2285 -2.5292 2.6526  0.1812
O -3.5813 -4.1479 -1.1850  -0.3303
C -2.2167 -4.4144 -1.4496  -0.9074
C -1.6156 -3.2800 -2.2965  0.8433
C -2.4632 -2.2557 -2.8120  -0.7569
C -1.9031 -1.1954 -3.6297  -0.5133
C -0.4869 -1.1863 -3.9006  -1.1286
C 0.3215 -2.2055 -3.3534  -0.8624
C -0.2339 -3.2498 -2.5590  -0.8226
H -5.0219 -6.2535 -0.1670  0.3473
H -4.6132 -5.8744 1.5628  0.4351
H -3.2984 -6.3438 0.4349  0.3682
H -3.1465 -4.0245 0.8351  0.3651
H -5.5329 -2.9419 -0.4321  0.3787
H -6.1054 -4.0874 0.7842  0.4333
H -6.2225 -0.8550 0.4660  0.3620
H -5.8626 1.0084 2.0309  0.2402
H -3.7748 -3.5217 2.7988  0.0671
H -1.5715 -4.5120 -0.5551  0.4447
H -2.1526 -5.3844 -1.9901  0.2175
H -3.5227 -2.2826 -2.5530  0.6757
H -2.5715 -0.4154 -4.0098  0.4467
H -0.0565 -0.3893 -4.5149  0.4599
H 1.3962 -2.1850 -3.5234  1.2277
H 0.4441 -4.0054 -2.1413  0.6011
Br -3.0680 -2.1113 -8.3912  -0.1305
C -1.6843 -3.2837 -7.6803  -0.3384
C -2.1579 -4.1609 -6.5654  -0.8324
Br -2.2290 -3.1752 -4.8852  0.2257
H -0.8672 -2.6402 -7.3792  -0.0038
H -1.3835 -3.9001 -8.5284  0.3599
H -1.4358 -4.9556 -6.3657  0.3930
H -3.1333 -4.6027 -6.7614  0.4131
Br 1.6834 -2.8862 -6.6703  -0.0660
C 2.3877 -2.8518 -8.4826  -0.3157
C 2.6106 -4.2419 -9.0162  -0.6647
Br 4.2218 -5.0409 -8.2699  -0.1565
H 3.2934 -2.2527 -8.4562  0.2209
H 1.6313 -2.3336 -9.0707  0.2149
H 2.7781 -4.2163 -10.0919  0.3980
H 1.7903 -4.9193 -8.7962  0.4110
Br -1.1476 1.6686 -9.4376  -0.1401
C -1.9709 1.0689 -11.0956  -0.6302
C -3.3425 1.6635 -11.2855  -0.5929
Br -4.6603 0.7750 -10.1640  -0.1092
H -1.9777 -0.0176 -11.0669  0.3526
H -1.2971 1.4049 -11.8827  0.3849
H -3.6860 1.5079 -12.3069  0.3545
H -3.3877 2.7227 -11.0491  0.3628
Br 5.5885 0.8596 -9.5381  -0.1039
C 4.8585 -0.4999 -10.7232  -0.2343
C 3.7934 0.0683 -11.6240  -0.6291
Br 2.1126 0.3254 -10.6720  -0.0837
H 4.4976 -1.3071 -10.0928  -0.0494
H 5.7063 -0.8521 -11.3084  0.3745
H 3.5617 -0.6291 -12.4275  0.3426
H 4.0637 1.0301 -12.0501  0.3830
Br 2.5570 -1.8312 -1.4021  0.0049
C 4.3889 -1.1725 -1.3427  -0.3346
C 4.4834 0.2197 -1.9053  -0.6052
Br 4.4060 0.2050 -3.8525  -0.1616
H 5.0024 -1.8937 -1.8752  0.3983
H 4.6624 -1.1782 -0.2876  0.0512
H 5.4455 0.6667 -1.6611  0.3732
H 3.6859 0.8725 -1.5622  0.3720
Br -1.3868 -4.8049 4.3176  -0.1426
C 0.4257 -4.0994 4.3866  -0.6214
C 0.5100 -2.7008 3.8276  0.2156
Br 0.4542 -2.7163 1.8838  -0.0247
H 1.0554 -4.8063 3.8541  0.4004
H 0.6900 -4.1049 5.4431  0.3908
H 1.4666 -2.2492 4.0842  -0.3376
H -0.2948 -2.0509 4.1619  0.1879
Br 4.5978 0.9900 3.1883  -0.1397
C 4.1699 -0.5644 4.2861  -0.1729
C 5.3332 -1.5180 4.3190  -0.1769
Br 5.4193 -2.5080 2.6472  -0.1573
H 3.2671 -1.0099 3.8779  -0.0205
H 3.9584 -0.1675 5.2776  0.2052
H 5.2086 -2.2689 5.0984  -0.1274
H 6.2900 -1.0226 4.4551  0.4002
Br -5.1811 3.5916 2.5348  -0.1201
C -5.5020 4.9408 3.8882  -0.5587
C -4.2317 5.2345 4.6230  -0.4640
Br -3.8522 3.7903 5.8633  -0.1170
H -6.2934 4.5680 4.5320  0.4155
H -5.8616 5.8192 3.3540  0.3515
H -4.3283 6.1337 5.2299  0.3530
H -3.3675 5.3376 3.9721  0.1605
Br -7.7505 -0.4905 -8.3699  -0.1475
C -7.8878 0.7032 -6.8400  -0.5734
C -6.5452 0.9088 -6.1857  -0.5149
Br -6.0326 -0.6295 -5.1062  -0.1020
H -8.6300 0.2772 -6.1711  0.3771
H -8.2635 1.6421 -7.2433  0.3402
H -6.5839 1.7448 -5.4893  0.3449
H -5.7435 1.0728 -6.9013  0.2582
Br 1.2602 5.6958 3.8507  -0.1282
C 0.0700 4.6389 2.7303  -0.5606
C -0.5412 3.5010 3.5026  -0.4984
Br 0.7253 2.0437 3.7503  -0.1034
H 0.6498 4.3118 1.8719  0.4119
H -0.7004 5.3342 2.4003  0.3830
H -1.3709 3.0633 2.9484  0.2969
H -0.8852 3.7885 4.4929  0.2633
Br 5.0606 0.4667 7.9667  -0.1501
C 4.6716 -1.1067 9.0474  -0.6024
C 5.8306 -2.0673 9.0540  -0.5265
Br 5.9302 -3.0721 7.3899  -0.1037
H 3.7575 -1.5424 8.6543  0.3729
H 4.4864 -0.7248 10.0498  0.3676
H 5.7012 -2.8176 9.8322  0.3550
H 6.7923 -1.5789 9.1837  0.3382
Br 2.8246 9.1176 6.8206  -0.1369
C 2.4955 7.7153 8.1309  -0.6173
C 1.6614 6.6059 7.5480  -0.3870
Br -0.2110 7.1191 7.4292  -0.0595
H 2.0337 8.1895 8.9923  0.3832
H 3.4818 7.3466 8.4076  0.3689
H 1.6765 5.7326 8.1980  0.3326
H 1.9728 6.3137 6.5498  0.1053
Br 9.0097 -1.9513 5.4081  -0.0574
C 10.3711 -3.0851 6.2123  -0.5839
C 9.8162 -3.8721 7.3703  -0.5249
Br 9.6202 -2.7608 8.9577  -0.1344
H 11.1972 -2.4379 6.4919  0.3637
H 10.6915 -3.7535 5.4149  0.3458
H 10.5060 -4.6627 7.6607  0.3614
H 8.8403 -4.3034 7.1645  0.2967
Br -0.8101 11.4657 8.8556  -0.1343
C -1.5118 10.7235 7.1975  -0.3198
C -2.8683 11.2900 6.8725  -0.5320
Br -4.2590 10.4824 7.9710  -0.1475
H -1.5158 9.6430 7.3100  0.0168
H -0.7872 11.0020 6.4341  0.3397
H -3.1443 11.0543 5.8461  0.3444
H -2.9299 12.3639 7.0237  0.3922

Calculated values
- Gap between HOMO and LUMO: 7.36 eV
- LUMO energy: -0.32 eV
- Highest occupied orbital energy: -7.671 eV